A 2-piece molecular cluster, C10H11BrO2S overall at a distorted geometry. Source: the Open Molecules 2025 dataset; level of theory: ωB97M-V with the def2-TZVPD basis set.

ORCA input file:
```
! RIJCOSX wB97M-V def2-TZVPD def2/J DEFGRID3
* xyz 0 1
C 0.63 -1.48 0.71
C 0.46 0.90 0.95
C -0.75 -1.53 0.66
C -0.89 0.84 0.74
C 1.22 -0.25 0.92
C -1.54 -0.48 0.74
C 2.71 -0.21 1.01
C -3.04 -0.60 0.41
C 1.91 -0.05 -1.90
C 3.55 -0.37 -0.09
O 3.35 -0.18 2.08
O 3.28 -0.40 -1.39
S 3.19 2.74 0.21
Br 5.39 -0.62 0.03
H 1.14 -2.39 0.55
H 0.97 1.91 0.84
H -1.23 -2.51 0.45
H -1.53 1.68 0.63
H -3.49 -0.94 1.33
H -3.36 0.45 0.26
H -3.32 -1.24 -0.47
H 1.13 -0.63 -1.54
H 2.06 -0.11 -2.95
H 1.79 0.94 -1.39
H 3.51 2.55 1.46
*
```

The value obtained for the LUMO energy (spin up / spin down) is -2.4 / -2.4 eV. As for the largest force on an atom: 6.8 eV/A. The highest occupied orbital energy (spin up / spin down) is -0.29847 / -0.29892 hartree. As for the energy: -3510.16756 a.u. The energy above the lowest of the compared OMol25 structures with the same formula, charge and spin is 16.5 kcal per mole. Its frontier orbital gap (spin up / spin down) is 5.72 / 5.74 eV.

=====

One molecule with the formula C10H11Cl at a distorted geometry. Source: the Open Molecules 2025 dataset; level of theory: ωB97M-V with the def2-TZVPD basis set.

ORCA input file:
```
! RIJCOSX wB97M-V def2-TZVPD def2/J DEFGRID3
* xyz 0 1
C -0.48 -1.13 -1.87
C -1.09 -1.27 -0.42
C -1.59 0.04 0.20
C -0.30 0.67 0.70
C -0.08 2.02 0.96
C 1.23 2.34 1.43
C 2.16 1.35 1.73
C 1.91 0.01 1.44
C 0.71 -0.28 0.86
C 0.15 -1.63 0.44
Cl -0.28 -2.50 1.92
H 0.11 -0.32 -1.95
H -1.29 -0.94 -2.48
H 0.01 -2.09 -1.97
H -1.95 -1.86 -0.45
H -2.25 -0.30 1.15
H -2.01 0.80 -0.53
H -0.88 2.65 0.74
H 1.56 3.25 1.73
H 3.08 1.54 2.14
H 2.58 -0.66 1.69
H 1.06 -2.14 0.05
*
```

The value obtained for the LUMO energy is 0.9 eV. As for the SMILES: C[C@@H]1Cc2ccccc2[C@H]1Cl. As for the largest force on an atom: 4.8 eV/A. The highest occupied orbital energy is -0.33091 hartree. As for the energy: -847.79448 a.u. The energy above the lowest of the compared OMol25 structures with the same formula, charge and spin is 0.0 kcal per mole. Its frontier orbital gap is 9.93 eV.

=====

An isolated ion of composition C10H11Cl2O2 and charge -1 at a distorted geometry. Source: the Open Molecules 2025 dataset; level of theory: ωB97M-V with the def2-TZVPD basis set.

ORCA input file:
```
! RIJCOSX wB97M-V def2-TZVPD def2/J DEFGRID3
* xyz -1 1
C -2.49 1.23 1.28
C -2.12 0.74 0.12
Cl -3.08 0.43 -1.26
C -0.46 -0.15 -0.12
C -0.73 -1.56 0.02
C -0.74 -2.49 -0.98
Cl -1.37 -2.02 1.58
C 0.42 0.41 -1.14
C 1.26 -0.35 -2.25
O 1.58 -1.52 -2.10
O 1.48 0.41 -3.22
C 0.80 0.51 0.33
C 1.93 -0.51 0.70
C 0.81 1.80 1.19
H -3.36 1.75 1.26
H -1.78 1.55 2.00
H -0.94 -3.48 -0.64
H -0.36 -2.26 -1.95
H 0.14 1.33 -1.53
H 2.90 -0.09 0.24
H 1.76 -1.37 0.13
H 1.98 -0.57 1.79
H 0.67 1.42 2.33
H -0.06 2.34 0.92
H 1.75 2.42 1.29
*
```

The value obtained for the LUMO energy is 3.0 eV. As for the SMILES: C=C(Cl)C1(C(=C)Cl)[C@H](C(=O)[O-])C1(C)C. As for the largest force on an atom: 5.3 eV/A. The highest occupied orbital energy is -0.16530 hartree. As for the energy: -1458.44569 a.u. The energy above the lowest of the compared OMol25 structures with the same formula, charge and spin is 24.4 kcal per mole. Its frontier orbital gap is 7.52 eV.

=====

An isolated ion of composition C10H11ClN and charge +1 at a distorted geometry. Source: the Open Molecules 2025 dataset; level of theory: ωB97M-V with the def2-TZVPD basis set.

ORCA input file:
```
! RIJCOSX wB97M-V def2-TZVPD def2/J DEFGRID3
* xyz 1 1
C 2.20 2.10 -0.13
C 1.31 1.03 0.45
C 1.56 0.35 1.64
C 0.81 -0.82 2.06
C -0.19 -1.36 1.23
C -0.51 -0.70 0.08
C 0.22 0.64 -0.24
C -0.35 1.12 -1.57
Cl 0.89 1.17 -2.84
C -1.35 0.06 -1.91
N -1.44 -0.87 -0.98
C -2.24 -2.07 -0.93
H 2.88 1.54 -0.84
H 1.61 2.85 -0.73
H 2.78 2.68 0.53
H 2.49 0.49 2.24
H 1.07 -1.38 2.90
H -0.64 -2.20 1.70
H -0.74 2.08 -1.27
H -1.93 0.22 -2.80
H -1.68 -2.93 -1.24
H -3.16 -1.94 -1.65
H -2.56 -2.20 0.12
*
```

The value obtained for the LUMO energy (spin up / spin down) is -5.1 / -5.1 eV. As for the SMILES: Cc1cccc2c1[C@@H](Cl)C=[N+]2C. As for the largest force on an atom: 5.6 eV/A. The highest occupied orbital energy (spin up / spin down) is -0.47488 / -0.47488 hartree. As for the energy: -902.30137 a.u. The energy above the lowest of the compared OMol25 structures with the same formula, charge and spin is 0.0 kcal per mole. Its frontier orbital gap (spin up / spin down) is 7.78 / 7.78 eV.

=====

C10H11CsN2O9P2S2 as an isolated structure. Source: the Open Molecules 2025 dataset; level of theory: ωB97M-V with the def2-TZVPD basis set.

ORCA input file:
```
! RIJCOSX wB97M-V def2-TZVPD def2/J DEFGRID3
* xyz -2 1
Cs 1.24 -2.05 -0.75
O 2.10 -5.24 -0.95
P 1.40 -5.22 -2.44
O 1.11 -6.62 -2.85
O 0.33 -4.19 -2.36
O 2.64 -4.73 -3.37
P 3.41 -3.30 -3.51
O 2.29 -2.40 -4.31
O 4.58 -3.54 -4.40
O 3.56 -2.63 -2.19
H 2.85 -5.84 -1.00
H 2.17 -2.82 -5.17
O -2.16 2.89 2.53
C -1.55 2.24 3.54
C -1.82 2.67 4.84
C -1.22 2.05 5.93
C -0.35 0.98 5.72
C -0.09 0.56 4.43
C -0.67 1.17 3.32
C -0.32 0.64 1.96
O 0.45 -0.32 1.84
N -0.91 1.33 0.96
N -0.62 0.85 -0.29
C -1.05 1.55 -1.25
S -0.85 1.01 -2.91
C -0.98 2.68 -3.58
C -2.12 3.37 -2.84
S -1.88 3.13 -1.06
H -1.85 2.42 1.69
H -2.50 3.50 4.98
H -1.44 2.40 6.93
H 0.12 0.49 6.57
H 0.58 -0.26 4.23
H -1.19 2.61 -4.65
H -0.04 3.22 -3.44
H -3.08 2.96 -3.14
H -2.11 4.45 -3.03
*
```

The value obtained for the LUMO energy is 3.8 eV. As for the largest force on an atom: 0.7 eV/A. The highest occupied orbital energy is -0.11008 hartree. As for the energy: -2674.00873 a.u. The energy above the lowest of the compared OMol25 structures with the same formula, charge and spin is 0.0 kcal per mole. Its frontier orbital gap is 6.78 eV.

=====

C10H11F2NO2 as an isolated structure at a distorted geometry. Source: the Open Molecules 2025 dataset; level of theory: ωB97M-V with the def2-TZVPD basis set.

ORCA input file:
```
! RIJCOSX wB97M-V def2-TZVPD def2/J DEFGRID3
* xyz 0 1
C 2.77 -1.98 -0.30
C 1.86 -1.92 -1.37
C 2.86 -0.91 0.58
C 0.94 -0.84 -1.55
C 2.08 0.20 0.33
C 1.19 0.31 -0.72
C -2.83 -0.58 -0.62
C -2.43 0.08 0.74
C -0.78 1.81 0.80
C 0.37 1.52 -0.84
N -2.06 1.44 0.52
O -2.98 -1.83 -0.73
O -3.01 0.17 -1.79
F -0.47 1.47 -1.90
F 1.13 2.63 -1.00
H 3.40 -2.82 -0.28
H 2.03 -2.70 -2.14
H 3.74 -0.91 1.21
H 0.36 -0.77 -2.50
H 2.12 1.15 0.90
H -1.60 -0.60 1.04
H -3.27 -0.24 1.40
H -0.30 1.33 1.72
H -0.74 2.93 0.86
H -2.75 1.10 -1.74
H -2.77 1.88 -0.08
*
```

The value obtained for the LUMO energy is 0.6 eV. As for the largest force on an atom: 5.1 eV/A. The highest occupied orbital energy is -0.30932 hartree. As for the energy: -792.53974 a.u. The energy above the lowest of the compared OMol25 structures with the same formula, charge and spin is 27.7 kcal per mole. Its frontier orbital gap is 9.00 eV.

=====

C10H11F2NOS as an isolated structure at a distorted geometry. Source: the Open Molecules 2025 dataset; level of theory: ωB97M-V with the def2-TZVPD basis set.

ORCA input file:
```
! RIJCOSX wB97M-V def2-TZVPD def2/J DEFGRID3
* xyz 0 1
C -3.75 -0.35 0.35
C -3.04 -1.44 -0.21
C -3.10 0.73 0.83
C -0.98 -0.19 0.14
C -1.70 -1.27 -0.37
C -1.71 0.81 0.72
C 2.36 1.48 0.64
C 1.40 1.11 -0.22
C 0.81 2.00 -1.25
C 2.70 -2.16 -0.37
N 0.95 -0.26 -0.25
O 2.10 -1.11 2.04
F -1.00 -2.20 -1.02
F -1.06 1.90 1.15
S 1.32 -1.59 0.85
H -4.87 -0.21 0.52
H -3.39 -2.31 -0.64
H -3.51 1.55 1.30
H 2.97 0.95 1.34
H 2.66 2.51 0.65
H 0.14 2.84 -0.83
H 0.23 1.45 -1.89
H 1.59 2.41 -1.74
H 3.22 -1.28 -0.79
H 2.20 -2.62 -1.18
H 3.42 -2.78 0.25
*
```

The value obtained for the LUMO energy (spin up / spin down) is 0.1 / 0.1 eV. As for the largest force on an atom: 5.3 eV/A. The highest occupied orbital energy (spin up / spin down) is -0.31525 / -0.31523 hartree. As for the energy: -1115.38676 a.u. The energy above the lowest of the compared OMol25 structures with the same formula, charge and spin is 28.8 kcal per mole. Its frontier orbital gap (spin up / spin down) is 8.67 / 8.67 eV.

=====

One molecule with the formula C10H11F3N2O5. Source: the Open Molecules 2025 dataset; level of theory: ωB97M-V with the def2-TZVPD basis set.

ORCA input file:
```
! RIJCOSX wB97M-V def2-TZVPD def2/J DEFGRID3
* xyz 0 1
O 2.50 3.98 0.99
C 1.93 2.93 0.89
N 1.11 2.64 -0.19
C 0.39 1.50 -0.47
O -0.25 1.38 -1.48
N 0.49 0.50 0.50
C -0.26 -0.76 0.35
C 0.32 -1.65 -0.76
C -0.62 -1.43 -1.95
O -0.74 -2.64 -2.65
C -1.93 -0.95 -1.28
C -2.99 -2.05 -1.15
O -4.16 -1.55 -0.56
O -1.59 -0.51 0.05
C 1.28 0.68 1.59
C 1.99 1.80 1.82
C 2.87 1.93 3.03
F 4.16 2.09 2.71
F 2.53 2.95 3.82
F 2.82 0.83 3.80
H 1.03 3.37 -0.89
H -0.21 -1.24 1.33
H 0.26 -2.70 -0.47
H 1.35 -1.39 -0.98
H -0.24 -0.64 -2.60
H -1.21 -2.48 -3.48
H -2.36 -0.08 -1.80
H -2.58 -2.88 -0.56
H -3.28 -2.42 -2.13
H -3.91 -1.06 0.23
H 1.31 -0.15 2.28
*
```

The value obtained for the LUMO energy is 0.1 eV. As for the SMILES: O=c1[nH]c(=O)n([C@@H]2C[C@@H](O)[C@@H](CO)O2)cc1C(F)(F)F. As for the largest force on an atom: 0.8 eV/A. The highest occupied orbital energy is -0.36514 hartree. As for the energy: -1173.03126 a.u. Its frontier orbital gap is 10.07 eV.

=====

C10H11FN2O4S2 as an isolated structure at a distorted geometry. Source: the Open Molecules 2025 dataset; level of theory: ωB97M-V with the def2-TZVPD basis set.

ORCA input file:
```
! RIJCOSX wB97M-V def2-TZVPD def2/J DEFGRID3
* xyz 0 1
C 3.08 -0.83 1.28
C 2.10 0.08 0.46
O 1.87 -0.43 -0.86
C 1.42 0.55 -1.78
C -0.09 0.40 -2.18
C -0.88 0.00 -0.92
C -1.27 0.94 0.01
S -0.96 2.68 -0.14
O 0.29 3.07 0.42
O -1.13 3.18 -1.47
F -2.11 3.34 0.78
C -1.99 0.50 1.22
C -2.24 -0.84 1.42
O -2.89 -1.21 2.60
C -1.86 -1.85 0.46
N -2.05 -3.19 0.47
S -1.32 -3.72 -0.89
N -0.77 -2.36 -1.61
C -1.16 -1.41 -0.74
H 3.99 -0.24 1.48
H 2.60 -1.04 2.26
H 3.27 -1.79 0.77
H 1.12 0.02 1.00
H 2.41 1.14 0.49
H 1.67 1.59 -1.47
H 2.00 0.39 -2.71
H -0.24 -0.36 -2.97
H -0.42 1.37 -2.60
H -2.29 1.26 1.96
H -2.17 -1.23 3.26
*
```

The value obtained for the LUMO energy is -1.4 eV. As for the largest force on an atom: 2.5 eV/A. The highest occupied orbital energy is -0.34657 hartree. As for the energy: -1694.31213 a.u. The energy above the lowest of the compared OMol25 structures with the same formula, charge and spin is 0.0 kcal per mole. Its frontier orbital gap is 8.06 eV.

=====

One molecule with the formula C10H11FO5 at a distorted geometry. Source: the Open Molecules 2025 dataset; level of theory: ωB97M-V with the def2-TZVPD basis set.

ORCA input file:
```
! RIJCOSX wB97M-V def2-TZVPD def2/J DEFGRID3
* xyz 0 1
C 0.70 0.21 4.39
C 0.89 -0.02 2.88
O 1.75 -0.85 2.57
O -0.06 0.54 1.99
C -0.04 -0.11 0.68
C -0.24 0.78 -0.41
F -0.38 2.13 -0.11
C -0.48 0.26 -1.75
C 0.72 0.74 -2.56
C 1.20 2.21 -2.59
O 1.12 -0.01 -3.43
C -0.75 -1.25 -1.62
C -2.04 -1.66 -0.84
O -1.51 -1.85 0.47
C -0.10 -1.64 0.47
O 0.30 -1.85 -0.89
H 1.61 -0.14 4.93
H 0.48 1.25 4.56
H -0.13 -0.32 4.84
H -1.23 1.03 -2.07
H 0.44 2.96 -2.29
H 1.39 2.47 -3.62
H 2.06 2.47 -2.03
H -0.84 -1.59 -2.70
H -2.53 -2.59 -1.24
H -2.80 -0.86 -0.84
H 0.47 -2.29 1.20
*
```

The value obtained for the LUMO energy is 0.6 eV. As for the SMILES: CC(=O)OC1=C(F)[C@@H](C(C)=O)[C@@H]2CO[C@H]1O2. As for the largest force on an atom: 6.7 eV/A. The highest occupied orbital energy is -0.32397 hartree. As for the energy: -863.62179 a.u. The energy above the lowest of the compared OMol25 structures with the same formula, charge and spin is 0.0 kcal per mole. Its frontier orbital gap is 9.39 eV.

=====

An isolated ion of composition C10H11N2O2 and charge +1 at a distorted geometry. Source: the Open Molecules 2025 dataset; level of theory: ωB97M-V with the def2-TZVPD basis set.

ORCA input file:
```
! RIJCOSX wB97M-V def2-TZVPD def2/J DEFGRID3
* xyz 1 1
C 2.85 1.47 0.07
C 3.50 0.23 -0.08
C 1.48 1.64 0.14
C 2.77 -0.93 -0.14
C 0.78 0.44 -0.10
C 1.38 -0.79 -0.18
C -0.74 -1.74 0.26
C -2.68 1.19 -0.89
C -2.63 1.19 0.69
C -0.66 0.63 -0.13
N 0.56 -1.90 0.00
N -1.51 -2.81 0.25
O -1.31 0.81 -1.24
O -1.21 1.15 0.94
H 3.54 2.37 0.19
H 4.51 0.09 -0.04
H 1.08 2.53 0.35
H 3.37 -1.80 -0.11
H -3.47 0.55 -1.10
H -3.02 2.24 -1.37
H -2.94 2.18 1.10
H -3.16 0.35 1.24
H 1.15 -2.81 -0.04
H -2.45 -2.58 0.34
H -1.19 -3.71 -0.17
*
```

The value obtained for the LUMO energy is -3.0 eV. As for the largest force on an atom: 5.5 eV/A. The highest occupied orbital energy is -0.44985 hartree. As for the energy: -647.32182 a.u. The energy above the lowest of the compared OMol25 structures with the same formula, charge and spin is 36.6 kcal per mole. Its frontier orbital gap is 9.24 eV.

=====

C10H11N3O2S2 as an isolated structure at a distorted geometry. Source: the Open Molecules 2025 dataset; level of theory: ωB97M-V with the def2-TZVPD basis set.

ORCA input file:
```
! RIJCOSX wB97M-V def2-TZVPD def2/J DEFGRID3
* xyz 0 1
C -2.90 -1.32 0.15
C -1.73 -0.91 -0.69
C -0.50 -0.67 -0.14
C 0.55 -0.23 -0.97
N 1.79 0.09 -0.63
S 2.59 0.52 -1.95
N 1.42 0.35 -3.02
C 0.32 -0.08 -2.39
C -0.94 -0.35 -2.93
C -1.93 -0.75 -2.08
H -2.91 -0.96 -2.48
H -1.10 -0.23 -3.99
S -0.19 -0.82 1.63
O 1.20 -0.66 1.91
O -0.84 -2.00 2.15
N -1.03 0.47 2.28
C -0.93 1.75 1.66
C -0.43 2.90 2.49
C 0.45 2.29 1.43
H 1.27 1.67 1.74
H 0.62 2.85 0.52
H -0.18 2.69 3.52
H -0.86 3.87 2.32
H -1.69 1.96 0.90
H -1.95 0.21 2.59
H -3.60 -1.92 -0.44
H -3.44 -0.44 0.50
H -2.57 -1.90 1.01
*
```

The value obtained for the LUMO energy is -1.0 eV. As for the largest force on an atom: 1.3 eV/A. The highest occupied orbital energy is -0.34423 hartree. As for the energy: -1498.73400 a.u. The energy above the lowest of the compared OMol25 structures with the same formula, charge and spin is 0.0 kcal per mole. Its frontier orbital gap is 8.41 eV.